Below is a cluster of 17 separate species, C24H86N4O21 in total in a non-equilibrium geometry, with properties calculated with ωB97M-V with the def2-TZVPD basis set.

```
! wB97M-V def2-TZVPD RIJCOSX def2/J DEFGRID3
* xyz 0 1
O -1.91707 2.24301 -4.22743
H -2.18454 1.31600 -4.27622
H -2.69192 2.70464 -3.89040
O 1.10446 2.73494 -3.98961
H 1.52826 2.01225 -4.49233
H 0.16256 2.51464 -3.99682
O 1.17029 -3.04807 4.98917
H 1.28488 -2.18328 5.40007
H 1.36170 -2.89876 4.05907
O -3.43818 -4.32754 -1.39157
H -2.99451 -4.44094 -2.24302
H -2.75107 -3.98543 -0.80959
O 1.74655 -3.75977 -1.60490
H 2.00070 -4.04457 -0.71706
H 1.42138 -4.55568 -2.02744
O 1.01947 2.97976 2.25189
H 0.44956 2.64758 2.96070
H 1.78761 2.35437 2.22879
O -0.58773 2.68712 4.82433
H -1.52184 2.63536 4.55104
H -0.55899 3.40340 5.46637
O 3.56914 -1.55363 -1.52139
H 2.82870 -2.18078 -1.56502
H 4.00297 -1.74086 -0.68267
O -3.32895 2.45618 4.32133
H -4.16416 2.17329 4.70890
H -3.58221 3.05577 3.60758
C 0.27771 3.70347 -1.16093
C 1.11008 5.01350 -1.28280
O 2.40246 4.70622 -1.79893
O -0.45292 3.47389 0.04075
H 0.90011 2.83489 -1.40053
H -0.48552 3.69086 -1.94119
H 1.22046 5.51528 -0.32550
H 0.58499 5.64812 -1.99937
H 2.31789 4.07287 -2.51772
H 0.20475 3.22704 0.72952
C -2.42015 -3.44412 2.66126
C -2.03275 -4.57462 3.60309
O -3.10243 -5.04435 4.37814
O -1.25989 -2.92381 2.02321
H -2.94216 -2.64089 3.19151
H -3.04450 -3.79587 1.83711
H -1.07604 -4.36899 4.09035
H -1.70062 -5.32316 2.86723
H -2.85449 -5.56893 5.13936
H -1.22908 -1.96142 2.02406
C 1.19967 1.14019 7.60962
C 1.47472 -0.09258 6.73140
O 0.90303 0.05213 5.41163
O 2.37636 1.55519 8.29311
H 0.38880 0.81132 8.26996
H 0.85440 2.01698 7.06490
H 1.03273 -0.95285 7.24504
H 2.54232 -0.29497 6.64892
H 0.04151 0.47676 5.49471
H 2.85410 0.76826 8.57399
C -1.47186 -3.72434 -4.71558
C -0.56053 -2.48250 -4.78497
O -1.16416 -1.41767 -4.05901
O -1.27877 -4.40241 -3.48400
H -1.25040 -4.41394 -5.53856
H -2.52193 -3.45833 -4.81516
H -0.41434 -2.12649 -5.80727
H 0.40916 -2.74345 -4.34486
H -0.80091 -1.46537 -3.13072
H -0.47604 -4.91377 -3.51097
C -0.25857 0.85014 -1.61589
C 0.30569 -0.38530 -0.90302
C 0.23684 -0.26637 0.60421
O -1.11476 -0.21994 1.01395
C -1.37060 0.69532 2.06063
N -0.31701 -1.65958 -1.36190
H -0.27736 0.61682 -2.67605
H 0.36611 1.71091 -1.37761
H -1.23635 1.10487 -1.20260
H 1.37370 -0.36907 -1.14452
H 0.85985 0.51898 1.04354
H 0.69604 -1.15882 1.06522
H -1.31962 1.75120 1.77623
H -0.66505 0.49713 2.87335
H -2.39985 0.54333 2.38488
H -0.62580 -2.10353 -0.50253
H 0.46534 -2.20513 -1.71445
C 1.43453 0.14511 -8.93438
C 1.70019 0.97672 -7.68644
C 1.93896 0.11457 -6.43818
O 2.51985 0.84477 -5.38175
C 2.81566 0.08750 -4.24609
N 2.94811 1.75538 -7.91717
H 0.43656 -0.29093 -8.82290
H 2.06507 -0.74767 -8.88941
H 1.62410 0.68907 -9.85325
H 0.85321 1.64298 -7.48213
H 2.48763 -0.79237 -6.71921
H 0.99351 -0.26495 -6.02493
H 3.42457 -0.78570 -4.52511
H 1.97224 -0.28999 -3.65949
H 3.52592 0.52570 -3.54376
H 3.08585 2.15285 -6.98581
H 2.64391 2.53512 -8.49544
C 5.48343 2.86726 4.65807
C 4.24059 2.36228 3.99772
C 4.43819 1.87833 2.54336
O 3.20684 1.53935 1.93087
C 3.31434 0.81109 0.71448
N 3.82434 1.13264 4.71495
H 5.25719 3.15297 5.68829
H 5.82422 3.78722 4.17578
H 6.30016 2.14841 4.69339
H 3.38614 3.04695 3.97366
H 5.08572 0.99646 2.53872
H 4.92329 2.66760 1.95761
H 2.34470 0.83166 0.21967
H 3.74840 -0.15956 0.95293
H 3.92957 1.36133 -0.00610
H 2.97266 0.75116 4.31788
H 3.61271 1.44157 5.66029
C -4.01342 -0.68887 -1.31750
C -4.85371 0.06754 -0.29764
C -5.46608 -0.83590 0.75843
O -6.42508 -1.70468 0.17981
C -7.04699 -2.62098 1.06090
N -4.14341 1.22674 0.25705
H -3.24024 -1.31793 -0.86427
H -3.49666 -0.05370 -2.03575
H -4.68027 -1.37202 -1.84423
H -5.63340 0.43432 -0.97568
H -5.99891 -0.22229 1.49399
H -4.67964 -1.46296 1.19812
H -6.28363 -3.26959 1.49959
H -7.83796 -3.18560 0.58011
H -7.48409 -2.08711 1.91335
H -3.36265 0.78743 0.74373
H -4.70764 1.69861 0.95591
*
```

Relative energy (zero: lowest compared OMol25 entry of this formula, charge and spin) ... 0.0 kJ/mol
HOMO energy ... -8.8817 eV
M ... 766.96 g mol⁻¹
Calculated total energy ... -75235.869 eV
Orbital gap ... 8.523 eV
F_max ... 2.87 eV/A
LUMO energy ... -0.359 eV

Mulliken atomic charge list, values in e, 99 entries: -0.624 0.268 0.294 -0.568 0.456 0.146 -0.707 0.291 0.293 -0.656 0.367 0.240 -0.617 0.282 0.199 -0.736 0.173 0.543 -0.488 0.296 0.241 -0.560 0.294 0.262 -0.655 0.275 0.304 -0.014 -0.526 -0.608 -0.497 0.764 0.418 0.377 0.250 0.305 0.349 -0.152 -0.513 -0.540 -0.545 0.288 0.198 0.297 0.214 0.311 0.026 -0.381 -1.030 0.074 -0.558 0.376 0.076 0.548 0.596 0.058 0.336 -0.681 -0.264 -0.417 -0.519 0.399 0.273 0.378 0.215 0.150 0.234 -0.506 2.134 -0.640 1.754 -1.806 0.035 0.257 -1.127 -0.104 0.169 -1.158 0.162 0.345 0.383 0.891 0.018 -0.017 -1.396 0.584 -0.575 -0.577 -0.697 -0.882 0.340 0.348 0.359 0.308 0.524 0.045 0.544 0.069 0.389

Below is the molecule C6H10, with properties calculated with ωB97M-V with the def2-TZVPD basis set.

```
! wB97M-V def2-TZVPD RIJCOSX def2/J DEFGRID3
* xyz 0 1
C 2.70033 0.18123 0.52696
C 1.79560 -0.65507 -0.30745
C 0.44265 -0.79586 -0.06732
C -0.57900 -0.79549 0.76974
C -1.90884 -0.14024 0.61289
C -2.21701 0.62994 -0.67786
H 2.33392 1.20125 0.69774
H 2.72464 -0.31717 1.50378
H 3.70420 0.23324 0.10181
H 0.42439 -0.47702 -1.18314
H 2.19527 -1.14799 -1.19071
H -2.03970 0.52749 1.48067
H -2.67380 -0.91393 0.77035
H -2.12308 -0.02713 -1.55072
H -3.24200 1.01899 -0.66448
H -1.53758 1.47777 -0.82225
*
```

Relative energy (zero: lowest compared OMol25 entry of this formula, charge and spin) ... 463.2 kJ/mol
HOMO energy (alpha / beta) ... -7.2877 / -7.3961 eV
M ... 82.15 g mol⁻¹
Calculated total energy ... -6379.058 eV
Orbital gap (alpha / beta) ... 7.245 / 7.394 eV
F_max ... 0.67 eV/A
LUMO energy (alpha / beta) ... -0.043 / -0.002 eV

Per-atom natural (NBO) charges, elementary charge units: -0.667 -0.086 -0.438 0.033 -0.504 -0.617 0.234 0.238 0.219 0.307 0.203 0.239 0.227 0.202 0.210 0.201

Below is a cluster of 6 separate species, C5H20ClO9 in total, with properties calculated with ωB97M-V with the def2-TZVPD basis set.

```
! wB97M-V def2-TZVPD RIJCOSX def2/J DEFGRID3
* xyz -1 1
Cl -0.93320 2.07179 0.22161
O -0.57166 0.71200 -0.13356
O 0.22701 2.84319 0.62675
O -1.49719 2.73871 -0.92651
O -1.90505 2.00735 1.28287
C 2.60806 0.84435 2.42826
O 2.71871 0.97099 1.01344
H 3.33313 0.10009 2.76475
H 2.82458 1.76987 2.97581
H 1.59228 0.50778 2.65659
H 1.95446 1.52098 0.77783
C 1.43680 -2.07215 0.73459
O 0.93166 -3.39065 0.57245
H 0.63951 -1.44142 1.11521
H 2.32031 -2.02278 1.37569
H 1.71822 -1.63806 -0.23071
H 1.54756 -3.90443 0.04801
C -1.22272 -0.68997 3.23521
O -0.78203 -1.05881 4.53553
H -0.47114 -0.09982 2.69723
H -1.37513 -1.57895 2.62192
H -2.14613 -0.10242 3.23342
H -0.58129 -0.24225 5.00205
C -2.86567 0.55855 -3.37322
O -3.10792 0.16742 -2.03899
H -2.29805 1.49408 -3.41215
H -2.28539 -0.21805 -3.88556
H -3.80186 0.72062 -3.90982
H -2.44675 0.57872 -1.46992
C 0.80097 -0.17089 -3.07676
O 0.48104 -0.81219 -4.31438
H 0.60903 -0.86541 -2.26033
H 1.85009 0.13474 -3.05311
H 0.16397 0.68900 -2.85135
H 0.53380 -0.12198 -4.98289
*
```

Relative energy (zero: lowest compared OMol25 entry of this formula, charge and spin) ... 28.7 kJ/mol
HOMO energy ... -6.7766 eV
M ... 259.66 g mol⁻¹
Calculated total energy ... -36452.351 eV
Orbital gap ... 9.815 eV
F_max ... 0.81 eV/A
LUMO energy ... 3.038 eV

Per-atom natural (NBO) charges, elementary charge units: 2.536 -0.888 -0.886 -0.878 -0.861 -0.247 -0.746 0.164 0.155 0.169 0.497 -0.249 -0.731 0.200 0.153 0.167 0.456 -0.254 -0.732 0.169 0.184 0.174 0.458 -0.248 -0.744 0.171 0.162 0.155 0.495 -0.260 -0.729 0.194 0.155 0.184 0.455

Below is the molecule C4H5NO2 in a non-equilibrium geometry, with properties calculated with ωB97M-V with the def2-TZVPD basis set.

```
! wB97M-V def2-TZVPD RIJCOSX def2/J DEFGRID3
* xyz 0 1
C 1.19654 -0.51051 -1.52657
C 0.29992 -0.14534 -0.36212
C -0.98262 0.21284 -0.55391
O -1.55431 0.49799 0.64753
C -0.57605 0.30869 1.53352
O -1.08205 0.60223 2.74645
N 0.56840 -0.08683 1.02778
H 2.27016 -0.43557 -1.34251
H 0.98934 -1.52196 -1.90007
H 0.96143 0.17934 -2.34725
H -1.61271 0.33226 -1.41607
H -0.47806 0.56687 3.49322
*
```

Relative energy (zero: lowest compared OMol25 entry of this formula, charge and spin) ... 80.7 kJ/mol
HOMO energy ... -8.6839 eV
SMILES ... Cc1coc(O)n1
M ... 99.09 g mol⁻¹
Calculated total energy ... -9813.479 eV
Orbital gap ... 9.397 eV
F_max ... 1.08 eV/A
LUMO energy ... 0.713 eV

Per-atom natural (NBO) charges, elementary charge units: -0.640 0.088 0.013 -0.415 0.750 -0.660 -0.529 0.231 0.224 0.224 0.207 0.507

Below is a cluster of 2 separate species, C2H2N2O in total in a non-equilibrium geometry, with properties calculated with ωB97M-V with the def2-TZVPD basis set.

```
! wB97M-V def2-TZVPD RIJCOSX def2/J DEFGRID3
* xyz 0 1
C -0.96474 0.95142 -0.77565
C 0.02046 0.09935 -0.19221
N -1.78397 1.76261 -0.92571
N 0.78951 -0.97989 -0.48238
O 1.37300 0.29693 -0.14893
H -0.42251 -0.28273 2.50902
H 0.98825 -1.84769 0.01587
*
```

Relative energy (zero: lowest compared OMol25 entry of this formula, charge and spin) ... 799.8 kJ/mol
HOMO energy (alpha / beta) ... -9.3691 / -10.5822 eV
M ... 70.05 g mol⁻¹
Calculated total energy ... -7125.554 eV
Orbital gap (alpha / beta) ... 8.822 / 9.353 eV
F_max ... 3.34 eV/A
LUMO energy (alpha / beta) ... -0.547 / -1.230 eV

Per-atom natural (NBO) charges, elementary charge units: 0.149 0.360 -0.223 -0.356 -0.320 -0.004 0.395

Below is a structure of composition C3H8N2O2 in a non-equilibrium geometry, with properties calculated with ωB97M-V with the def2-TZVPD basis set.

```
! wB97M-V def2-TZVPD RIJCOSX def2/J DEFGRID3
* xyz 0 1
C -0.14029 1.26918 0.40022
C -1.01314 0.13612 -0.04198
C 0.42537 -1.28541 -0.14950
N 1.20118 0.82833 0.12554
N 1.47230 -0.57676 0.44277
O -1.91566 -0.15569 0.91456
O 0.66908 -1.60179 -1.47646
H -0.35940 2.25269 -0.10849
H -0.41999 1.47094 1.38226
H -1.29111 0.19122 -1.11711
H 0.20563 -2.19844 0.39954
H 1.28632 0.71149 -0.90173
H 1.55367 -0.83112 1.43703
H -2.52669 -0.88044 0.53199
H 1.60817 -1.41866 -1.58599
*
```

Relative energy (zero: lowest compared OMol25 entry of this formula, charge and spin) ... 417.8 kJ/mol
HOMO energy ... -8.2283 eV
M ... 104.11 g mol⁻¹
Calculated total energy ... -10312.622 eV
Orbital gap ... 8.975 eV
F_max ... 4.06 eV/A
LUMO energy ... 0.747 eV

Per-atom natural (NBO) charges, elementary charge units: -0.306 0.092 0.195 -0.448 -0.517 -0.696 -0.730 0.219 0.207 0.167 0.149 0.342 0.373 0.481 0.473

Below is a structure of composition C5H4N2O in a non-equilibrium geometry, with properties calculated with ωB97M-V with the def2-TZVPD basis set.

```
! wB97M-V def2-TZVPD RIJCOSX def2/J DEFGRID3
* xyz 0 1
C 0.79845 -1.14293 1.39613
C 0.10300 -0.57877 0.41160
C -0.66379 0.68034 0.39505
C -0.16413 0.51139 -1.80441
C 0.35195 -0.78391 -0.97964
H 0.69776 -0.60102 2.42862
H 1.66234 -1.89835 1.28003
H -1.54739 2.46614 0.89766
H 0.06300 0.59661 -2.80106
N -1.54196 1.22131 1.27622
N -0.48772 1.44528 -1.01594
O 0.72849 -1.91609 -1.48426
*
```

Relative energy (zero: lowest compared OMol25 entry of this formula, charge and spin) ... 366.8 kJ/mol
HOMO energy ... -9.8285 eV
M ... 108.10 g mol⁻¹
Calculated total energy ... -10272.961 eV
Orbital gap ... 8.654 eV
F_max ... 7.43 eV/A
LUMO energy ... -1.175 eV

Per-atom natural (NBO) charges, elementary charge units: -0.194 -0.287 0.359 0.035 0.483 0.228 0.244 0.361 0.204 -0.570 -0.353 -0.509

Below is a cluster of 2 separate species, C5H10Cl in total, with properties calculated with ωB97M-V with the def2-TZVPD basis set.

```
! wB97M-V def2-TZVPD RIJCOSX def2/J DEFGRID3
* xyz 0 2
Cl 0.42280 0.00000 0.86303
H -1.95032 0.00003 0.22889
C -2.72966 0.00001 -0.55978
C -3.80942 -1.09374 -0.44392
C -4.83149 -0.00007 -0.05578
C -3.80938 1.09379 -0.44394
C -6.16883 0.00000 -0.72428
H -2.26542 0.00002 -1.55094
H -4.04525 -1.57261 -1.40511
H -3.66324 -1.80574 0.37510
H -4.97119 0.00001 1.03154
H -3.66330 1.80580 0.37516
H -4.04530 1.57266 -1.40515
H -6.13584 -0.00004 -1.81714
H -6.71557 -0.87054 -0.34792
H -6.71562 0.87054 -0.34793
*
```

Relative energy (zero: lowest compared OMol25 entry of this formula, charge and spin) ... 64.2 kJ/mol
HOMO energy (alpha / beta) ... -10.4497 / -10.4550 eV
M ... 105.59 g mol⁻¹
Calculated total energy ... -17867.056 eV
Orbital gap (alpha / beta) ... 11.640 / 6.552 eV
F_max ... 0.94 eV/A
LUMO energy (alpha / beta) ... 1.190 / -3.903 eV

Per-atom natural (NBO) charges, elementary charge units: -0.029 0.198 -0.389 -0.407 -0.200 -0.407 -0.606 0.206 0.202 0.207 0.193 0.207 0.202 0.204 0.209 0.209

Below is the ion C4H8N3S with charge +1 in a non-equilibrium geometry, with properties calculated with ωB97M-V with the def2-TZVPD basis set.

```
! wB97M-V def2-TZVPD RIJCOSX def2/J DEFGRID3
* xyz 1 1
C 0.32586 -1.70411 -1.02612
C 0.67347 -0.36816 -0.50565
N 1.74831 -0.28111 0.44315
N 1.27675 0.07847 1.57072
C 0.12535 0.59472 1.53348
C -0.73106 1.15893 2.53005
S -2.19324 2.75513 2.44701
N -0.43169 0.47900 0.08631
H -0.62527 -1.72465 -1.73572
H 0.11407 -2.40768 -0.23407
H 1.10498 -2.15376 -1.56833
H 0.96954 0.33567 -1.40980
H -1.57285 0.45634 2.47327
H -0.27216 1.11399 3.51130
H -0.50219 1.44894 -0.33445
H -1.26876 -0.04376 0.12154
*
```

Relative energy (zero: lowest compared OMol25 entry of this formula, charge and spin) ... 640.2 kJ/mol
HOMO energy (alpha / beta) ... -14.1789 / -13.7280 eV
SMILES ... C[C@@H]1N=[N+]=C(C[S-])[NH2+]1
M ... 130.20 g mol⁻¹
Calculated total energy ... -19570.619 eV
Orbital gap (alpha / beta) ... 7.771 / 7.334 eV
F_max ... 5.53 eV/A
LUMO energy (alpha / beta) ... -6.407 / -6.394 eV

Per-atom natural (NBO) charges, elementary charge units: -0.657 0.028 -0.045 -0.190 0.376 -0.549 0.158 -0.582 0.249 0.239 0.279 0.239 0.255 0.285 0.472 0.443

Below is the molecule C4H9Cl3Si2 in a non-equilibrium geometry, with properties calculated with ωB97M-V with the def2-TZVPD basis set.

```
! wB97M-V def2-TZVPD RIJCOSX def2/J DEFGRID3
* xyz 0 1
C -2.01309 -2.29176 0.32118
C -1.34435 -1.34726 0.95802
Si -0.86604 0.32238 0.20511
C -1.17566 1.81462 1.39542
Cl -1.84982 0.80666 -1.47897
Si 1.83124 0.12141 -0.22349
C 2.28702 0.46462 -1.99532
Cl 3.02578 1.33567 1.02250
Cl 2.35540 -1.81885 0.30321
H -2.15072 -3.25572 0.69213
H -2.27719 -1.98805 -0.67320
H -1.04732 -1.56120 1.97710
H -1.69720 2.56848 0.81999
H -1.72662 1.41726 2.24966
H -0.11406 1.88793 1.63901
H 2.36497 1.49906 -2.26618
H 3.07919 -0.07751 -2.41635
H 1.31847 0.10225 -2.52986
*
```

Relative energy (zero: lowest compared OMol25 entry of this formula, charge and spin) ... 0.0 kJ/mol
HOMO energy ... -9.0987 eV
SMILES ... C=C[Si@](C)(Cl)[Si](C)(Cl)Cl
M ... 219.65 g mol⁻¹
Calculated total energy ... -57619.947 eV
Orbital gap ... 9.566 eV
F_max ... 3.29 eV/A
LUMO energy ... 0.467 eV

Per-atom natural (NBO) charges, elementary charge units: -0.331 -0.665 1.183 -1.093 -0.368 1.086 -1.143 -0.397 -0.385 0.203 0.190 0.223 0.253 0.243 0.246 0.257 0.253 0.246